A structure of composition C10H14OS2Si at a distorted geometry. Source: the Open Molecules 2025 dataset; level of theory: ωB97M-V/def2-TZVPD.

Last column: Löwdin charge in e.
Cartesian coordinates (Å):
H 1.166 -3.335 -1.712  0.15
C -0.063 4.350 0.450  -0.06
C -2.122 3.585 1.331  -0.08
H 1.882 -2.832 -0.321  0.09
C 1.851 -1.266 -1.990  -0.47
H 1.294 2.956 -0.359  0.08
S -0.671 -0.595 1.995  0.66
H 1.070 -1.197 -2.819  0.11
C 1.309 -2.404 -1.073  -0.27
H 2.801 -1.278 -2.512  0.06
H -0.584 -3.763 0.044  0.15
O 0.044 -1.937 -0.656  -0.40
H 0.638 5.114 0.299  0.08
C -0.562 1.958 0.391  -0.45
H -1.552 5.547 1.420  0.09
H -0.541 -2.988 2.370  0.07
H -2.360 1.376 1.279  0.06
S 1.923 0.217 -0.931  0.66
C 0.309 3.013 0.118  -0.10
C -0.119 -2.360 1.569  -0.45
Si -0.031 0.244 0.118  0.26
H -3.039 3.732 2.005  0.13
C -0.707 -2.651 0.195  -0.37
H -1.751 -2.297 0.012  0.11
C -1.751 2.219 1.045  -0.13
H -1.865 -0.285 -1.134  0.06
H 1.000 -2.361 1.659  0.09
C -1.313 4.620 0.992  -0.11

Values from the calculation:
Orbital gap   0.304 Ha
Multiplicity   1